(1)
Computed, not measured: a structure of composition C9H19Cl6NO in a non-equilibrium geometry, with the ωB97M-V functional and the def2-TZVPD basis.

Geometry as XYZ:
```
36
Properties=species:S:1:pos:R:3
Cl 0.4544 2.4921 -0.4612
Cl -3.7346 1.3437 -0.8020
Cl -3.7624 4.4634 0.6427
Cl 5.1190 1.0834 3.3240
Cl -0.4905 -0.6964 -0.7458
Cl 2.8695 2.3264 0.8243
O -1.5914 -4.3041 -1.3222
N 0.1024 -2.9109 -1.8959
C 0.0803 1.5142 0.9006
C -0.3449 -4.0537 -1.4681
C 0.7032 -5.1092 -1.2349
C 3.4992 0.4799 2.8489
C -2.3997 3.6007 0.0130
C 2.5667 1.6467 2.4676
C -2.6409 2.6713 -1.2203
C -1.0297 0.4454 0.5726
C -0.6906 -1.7356 -2.2629
H 2.5670 2.5062 3.1379
H -1.4180 -1.3869 -1.5298
H 3.1125 -0.0586 3.7141
H -3.1395 3.2108 -2.0255
H -1.9411 0.8923 0.1753
H -1.8069 3.1436 0.8053
H -1.2403 -0.2587 1.3775
H -0.1238 -0.9272 -2.7247
H -1.2111 -2.1241 -3.1383
H 1.1334 -5.2514 -2.2263
H 1.4652 -4.8302 -0.5071
H -1.7304 2.1790 -1.5621
H 1.5737 1.1983 2.4992
H 0.2437 -5.9918 -0.7899
H -1.7389 4.4044 -0.3115
H 1.0960 -2.9248 -2.0764
H 3.6968 -0.2300 2.0457
H 0.9765 1.0045 1.2545
H -0.2249 2.1874 1.7016
```

Results
- energy relative to the best compared isomer or geometry (same formula, charge and spin) (eV) = 8.745
- multiplicity = 1
- frontier orbital gap (eV) = 8.105
- HOMO (Ha) = -0.290

---

(2)
Computed, not measured: a cluster of 2 separate species, C28H21Cl2N2 in total in a non-equilibrium geometry, with the ωB97M-V functional and the def2-TZVPD basis.

Geometry as XYZ:
```
53
Properties=species:S:1:pos:R:3
Cl 6.4769 1.3145 3.0362
Cl -6.4372 1.3220 3.0333
N -1.7017 -1.3500 7.1210
N -1.7285 -0.2811 7.5560
C -2.5276 0.5435 3.1298
C -5.3994 -3.1117 6.5838
C 4.9839 0.4834 3.0528
C 3.7829 1.2086 3.0622
C -1.2186 -1.5924 3.1869
C -2.4647 -0.8811 3.1539
C 0.5830 -2.7907 7.5894
C 1.7582 -3.4815 7.8724
C -4.9448 0.4906 3.0778
C -4.9197 -0.9144 3.1066
C 2.0541 -4.6867 7.2222
C -3.7442 1.2146 3.0850
C -2.9742 -3.1906 6.2384
C 1.2506 -1.5912 3.1682
C -0.0090 -4.4617 5.9509
C 4.9550 -0.9219 3.0596
C -5.5699 -4.3006 5.8645
C -3.1758 -4.3375 5.4378
C -4.4454 -4.8943 5.2815
C -1.6698 -2.6262 6.5904
C 0.0157 -0.9556 3.1291
C 2.4999 -0.8859 3.1217
C 1.1633 -5.1578 6.2505
C 3.7368 -1.5891 3.0933
C -4.1360 -2.5543 6.7498
C 2.5652 0.5390 3.0953
C -0.3754 -3.3065 6.6778
C -3.7014 -1.5810 3.1324
H -1.6089 1.1288 3.1452
H -3.6803 -2.6710 3.1344
H -0.6368 -4.8134 5.1378
H -3.7729 2.2986 3.0571
H 2.9578 -5.2466 7.4680
H -6.2518 -2.6124 7.0371
H 3.7113 -2.6805 3.0897
H -2.3387 -4.7920 4.9184
H 2.4335 -3.0747 8.6201
H 5.8927 -1.4682 3.0394
H 1.2874 -2.6832 3.2134
H -6.5568 -4.7541 5.7592
H -4.5492 -5.8082 4.6992
H 0.0139 0.1293 3.0117
H 1.3726 -6.0870 5.7237
H 3.8132 2.2937 3.0451
H -4.0433 -1.6299 7.3212
H 1.6455 1.1240 3.1015
H -5.8542 -1.4629 3.1072
H -1.2599 -2.6848 3.2006
H 0.3812 -1.8621 8.1248
```

Results
- multiplicity = 1
- frontier orbital gap (eV) = 4.208
- HOMO (Ha) = -0.363
- total charge = +1

---

(3)
Computed, not measured: an isolated molecule of C21H22ClN3OS in a non-equilibrium geometry, with the ωB97M-V functional and the def2-TZVPD basis.

Geometry as XYZ:
```
49
Properties=species:S:1:pos:R:3
Cl -8.1145 2.6750 0.0326
S -1.9434 -3.1038 -0.4378
O 4.5110 0.4692 1.7472
N 7.1077 2.3763 -0.7229
N 5.0993 -1.0803 0.2099
N -2.2643 -0.6088 0.0516
C 0.4848 0.0422 0.5531
C 0.0658 -1.2453 0.2063
C -4.6504 -0.1988 -0.1541
C 8.4059 2.6466 -1.2943
C -3.5049 -1.0977 -0.2044
C -5.9491 -0.6349 -0.4146
C 1.0131 -2.2640 0.1009
C 6.4422 1.2158 -1.2691
C 1.8192 0.2966 0.7816
C 2.3501 -2.0019 0.3192
C 7.0614 -0.1704 -0.9803
C -1.3373 -1.4967 -0.0221
C 2.7676 -0.7163 0.6540
C 7.1271 2.4522 0.7218
C -6.7839 1.5745 -0.0381
C 6.5201 -0.8328 0.2897
C -3.5191 -2.4403 -0.4906
C -5.5007 2.0292 0.2244
C -7.0121 0.2448 -0.3576
C -4.4439 1.1439 0.1654
C 4.1951 -0.3760 0.9310
H -5.3354 3.0660 0.4721
H 7.3369 3.4832 1.0107
H 8.3370 2.6166 -2.3809
H -4.3505 -3.0723 -0.7259
H -3.4388 1.4787 0.3667
H 2.1548 1.2827 1.0648
H -8.0156 -0.0960 -0.5597
H 6.1528 2.1727 1.1169
H 6.4042 1.3619 -2.3532
H 7.8959 1.8100 1.1781
H 9.1898 1.9418 -0.9723
H 6.6714 -0.1945 1.1604
H 0.6929 -3.2652 -0.1502
H 3.0635 -2.8113 0.2590
H 5.4132 1.2303 -0.8989
H 8.7144 3.6481 -0.9941
H 4.7778 -1.6765 -0.5360
H 8.1441 -0.0771 -0.8905
H 7.0363 -1.7861 0.4532
H -0.2551 0.8211 0.6425
H -6.1370 -1.6674 -0.6642
H 6.8589 -0.8304 -1.8279
```

Results
- energy relative to the best compared isomer or geometry (same formula, charge and spin) (eV) = 0.000
- multiplicity = 1
- frontier orbital gap (eV) = 7.903
- HOMO (Ha) = -0.300
- SMILES = CN(C)CCCNC(=O)c1ccc(-c2nc(-c3ccc(Cl)cc3)cs2)cc1

---

(4)
Computed, not measured: an isolated molecule of C6Br2Cl3F9 in a non-equilibrium geometry, with the ωB97M-V functional and the def2-TZVPD basis.

Geometry as XYZ:
```
20
Properties=species:S:1:pos:R:3
Br 4.5764 -1.1758 0.7984
Br -1.0009 4.5677 0.6062
Cl -0.3992 -0.5728 -1.6979
Cl 0.1190 2.1973 -1.1932
Cl 2.4089 -1.7741 -1.2211
F -1.7083 -0.0495 0.4963
F 2.2084 -1.6944 1.8970
F 2.2648 0.6009 -0.8665
F -1.6087 2.6082 2.3226
F -2.6703 2.2195 0.4199
F 0.7899 2.2885 1.3079
F 2.9084 0.4214 2.0031
F -0.2383 -0.0028 2.1973
F 0.1363 -1.9728 0.2949
C -1.5046 2.6234 0.9314
C -0.4442 0.3028 0.8505
C 1.8720 -0.4710 -0.2134
C 0.3627 -0.6749 -0.0325
C 2.7310 -0.6708 1.1332
C -0.2200 1.8129 0.5494
```

Results
- energy relative to the best compared isomer or geometry (same formula, charge and spin) (eV) = 1.238
- multiplicity = 1
- frontier orbital gap (eV) = 10.426
- HOMO (Ha) = -0.393
- SMILES = FC(F)(Br)[C@](F)(Cl)C(F)(F)[C@@](F)(Cl)[C@](F)(Cl)C(F)(F)Br

---

(5)
Computed, not measured: a structure of composition C8H12B2F14O4Pt in a non-equilibrium geometry, with the ωB97M-V functional and the def2-TZVPD basis.

Geometry as XYZ:
```
41
Properties=species:S:1:pos:R:3
Pt 0.6376 1.1371 0.9769
F -0.2108 -0.3244 2.4535
F -1.5075 1.1036 3.5362
F 1.4971 -2.8362 1.5918
F 1.4868 2.1676 -0.9337
F 1.5787 4.3464 -0.5809
F 3.6455 -3.0730 1.4987
F 0.6263 1.5954 3.1315
F -2.4345 0.9879 -2.4882
F 2.4499 -3.5122 -0.2929
F 0.1443 0.0276 4.6581
F 3.4798 3.1073 -0.4058
F -4.0898 1.9440 -1.6081
F -2.4213 3.0915 -1.9393
F 1.8427 3.0674 1.1133
O -1.6666 0.2328 0.2769
O 1.5237 -0.8281 -0.6356
O 2.5414 -0.0733 1.2136
O -1.2314 2.4124 0.4634
C -2.4716 -0.9508 0.1049
C -2.2935 1.5437 -0.0057
C 0.2596 -0.7960 -2.7770
C 2.5429 -2.6582 0.7624
C -1.9257 -2.1525 0.8764
C 1.6098 -0.9201 -2.1004
C 2.5860 -1.0951 0.2140
C -2.8365 1.8519 -1.5175
B 2.0546 3.1652 -0.2258
B -0.2421 0.5790 3.4619
H 3.5202 -0.9804 -0.3358
H -2.5239 -3.0502 0.7204
H -3.5161 -0.8277 0.3912
H -0.9117 -2.5390 0.7734
H -0.2702 0.1457 -2.6334
H 2.1489 -0.0112 -2.3675
H -0.4640 -1.6087 -2.7134
H -3.1322 1.5905 0.6888
H 0.5986 -0.8593 -3.8110
H -2.4986 -1.2235 -0.9501
H 2.0446 -1.8352 -2.5025
H -2.1711 -1.9416 1.9172
```

Results
- ⟨S²⟩ = 3.761
- multiplicity = 4
- frontier orbital gap (spin up / spin down) (eV) = 9.467 / 5.307
- HOMO (spin up / spin down) (Ha) = -0.252 / -0.236
- total charge = -1

---

(6)
Computed, not measured: an isolated molecule of C4H3N3O in a non-equilibrium geometry, with the ωB97M-V functional and the def2-TZVPD basis.

Geometry as XYZ:
```
11
Properties=species:S:1:pos:R:3
O -0.0940 -0.7539 -0.2247
N -2.4027 -1.0873 0.1956
N -1.2886 0.9725 -0.0767
N 0.0886 1.4367 0.1242
C -1.3510 -0.4571 -0.0789
C 2.0783 0.1151 -0.0582
C 0.6613 0.3427 -0.1153
C 3.1127 -0.6016 0.1939
H -3.1248 -0.3980 0.2010
H -2.0771 1.7203 0.1805
H 4.1652 -0.9384 0.0667
```

Results
- energy relative to the best compared isomer or geometry (same formula, charge and spin) (eV) = 3.849
- multiplicity = 1
- frontier orbital gap (eV) = 9.081
- HOMO (Ha) = -0.329
- SMILES = [H]/N=c1\[nH]nc(C#C)o1